Here is a structure of composition C5H7NO2 from the Open Molecules 2025 dataset. Energies are from the ωB97M-V functional and the def2-TZVPD basis.

Cartesian coordinates (Å):
1 O 0.76 2.96 1.51
2 O 0.41 -0.94 0.70
3 C 1.22 1.89 1.11
4 N 0.91 1.18 -0.03
5 C -0.57 -0.59 -0.29
6 C 1.74 0.77 1.93
7 C -0.47 0.93 -0.39
8 C 1.48 -0.01 0.59
9 H -0.38 -1.03 -1.27
10 H -1.57 -0.89 -0.01
11 H 1.07 0.46 2.76
12 H 2.78 0.85 2.29
13 H -0.71 1.29 -1.41
14 H -1.14 1.48 0.29
15 H 2.42 -0.40 0.15

HOMO energy, hartree: -0.3628
2S+1: 1

Löwdin population analysis, charges in e, atoms 1 to 6:
1 O 0.08
2 O -0.06
3 C -0.45
4 N 0.03
5 C -0.15
6 C 0.01